C6H12O in the gas phase, computed with wB97M-V/def2-TZVPD.

Calculated values
Calculated total energy, a.u.: -310.936492
M, g mol⁻¹: 100.16
SMILES string: CC1(C)OC1(C)C
ΔE to the lowest compared entry with this formula, charge and spin, kJ/mol: 322.4
Highest occupied orbital energy, eV: -8.27

The geometry in ORCA input format:
```
! RIJCOSX wB97M-V def2-TZVPD def2/J DEFGRID3
* xyz 0 1
C 1.785 0.667 1.220
C 0.810 -0.136 0.305
C 1.354 -0.406 -1.077
O -0.029 -0.874 1.150
C -0.821 -0.239 0.185
C -1.321 1.179 0.061
C -1.811 -1.304 -0.380
H 1.779 0.183 2.208
H 1.576 1.726 1.391
H 2.824 0.603 0.859
H 1.092 0.503 -1.655
H 0.830 -1.234 -1.549
H 2.439 -0.524 -1.163
H -1.035 1.482 -0.967
H -2.404 1.319 0.125
H -0.790 1.845 0.739
H -1.789 -2.174 0.294
H -1.639 -1.683 -1.391
H -2.851 -0.933 -0.354
*
```


10 unconnected molecules or ions with the total composition C10H40N20O10 in a non-equilibrium geometry, computed with wB97M-V/def2-TZVPD.

Calculated values
Calculated total energy, a.u.: -2252.624447
M, g mol⁻¹: 600.56
SMILES string: NC(N)=O.NC(N)=O.NC(N)=O.NC(N)=O.NC(N)=O.NC(N)=O.NC(N)=O.NC(N)=O.NC(N)=O.NC(N)=O
ΔE to the lowest compared entry with this formula, charge and spin, kJ/mol: 1035.8
Highest occupied orbital energy, eV: -9.06

The geometry in ORCA input format:
```
! RIJCOSX wB97M-V def2-TZVPD def2/J DEFGRID3
* xyz 0 1
N -1.155 -2.092 5.649
C -2.343 -1.867 6.189
N -3.087 -1.164 5.426
O -2.847 -2.344 7.284
H -0.899 -1.543 4.841
H -0.497 -2.643 6.182
H -4.093 -1.203 5.513
H -2.758 -0.334 4.952
N 0.563 1.321 -0.602
C 0.193 0.429 0.237
N 0.011 -0.721 -0.377
O -0.215 0.516 1.392
H 0.331 2.293 -0.454
H 0.541 0.927 -1.532
H 0.246 -0.863 -1.349
H -0.212 -1.496 0.230
N 3.637 3.193 -6.675
C 2.671 3.952 -6.310
N 2.646 4.909 -7.155
O 2.044 3.926 -5.251
H 4.156 3.368 -7.524
H 3.906 2.447 -6.049
H 3.147 4.795 -8.025
H 2.002 5.670 -6.993
N 4.056 -1.512 3.774
C 4.743 -2.025 4.714
N 4.071 -1.901 5.863
O 5.601 -2.859 4.410
H 3.208 -1.002 3.979
H 4.546 -1.517 2.891
H 4.562 -2.307 6.646
H 3.545 -1.051 6.011
N 0.068 7.488 -2.195
C 0.481 8.594 -2.767
N 1.401 8.469 -3.617
O 0.092 9.725 -2.459
H 0.518 6.595 -2.341
H -0.563 7.632 -1.420
H 1.853 7.565 -3.638
H 1.768 9.266 -4.116
N -0.181 -6.042 -3.582
C -0.801 -7.107 -3.945
N -0.720 -7.601 -5.182
O -1.473 -7.789 -3.111
H 0.409 -5.659 -4.308
H 0.042 -5.771 -2.635
H -0.901 -8.580 -5.351
H -0.250 -7.031 -5.871
N -0.533 -7.079 3.440
C 0.425 -6.635 2.801
N 1.516 -6.928 3.378
O 0.408 -5.720 2.031
H -0.352 -8.047 3.667
H -1.466 -6.694 3.445
H 1.563 -7.805 3.878
H 2.001 -6.076 3.620
N -4.409 3.064 -0.612
C -5.698 3.307 -0.755
N -6.112 2.937 -1.957
O -6.383 3.647 0.145
H -4.030 2.943 0.317
H -3.985 2.639 -1.424
H -7.095 2.991 -2.183
H -5.432 2.606 -2.626
N 2.439 2.492 6.122
C 1.307 2.814 6.683
N 0.434 3.117 5.790
O 1.147 3.026 7.829
H 2.708 2.638 5.159
H 3.242 2.627 6.718
H -0.450 3.474 6.123
H 0.638 2.981 4.810
N -2.724 -1.929 -4.416
C -2.114 -0.717 -4.434
N -1.007 -0.736 -5.061
O -2.639 0.285 -3.942
H -3.666 -1.917 -4.053
H -2.166 -2.705 -4.744
H -0.654 0.012 -5.642
H -0.975 -1.665 -5.456
*
```